Here is C23H20ClFN4 in the gas phase at a distorted geometry from the Open Molecules 2025 dataset. Energies are from ωB97M-V/def2-TZVPD.

The geometry in XYZ format:
```
49
Properties=species:S:1:pos:R:3:forces:R:3:mulliken_charge:R:1
F 1.016 -2.940 -7.554 0.00 0.02 0.05 -0.326
C 0.940 -2.353 -6.342 -0.02 0.09 0.13 0.301
C 1.440 -3.019 -5.236 -0.11 0.13 -0.31 -0.652
C 1.358 -2.413 -4.000 -0.09 0.20 0.09 -0.505
C 0.781 -1.150 -3.872 0.12 -0.56 -0.88 1.024
N 0.718 -0.576 -2.601 -0.20 0.69 0.94 0.869
C 0.171 0.609 -2.223 0.14 0.01 0.27 -0.728
C 0.361 0.740 -0.868 0.10 -0.20 -0.04 0.316
C -0.149 1.824 0.032 -0.07 0.10 -0.14 -1.184
N -1.598 1.958 0.053 -0.20 0.20 -0.22 -0.228
C -2.339 0.746 0.363 -0.06 -0.17 -0.03 -1.085
C -1.988 0.186 1.748 -0.08 0.11 -0.23 0.074
C -1.844 1.248 2.798 0.05 0.01 0.23 0.466
C -2.785 2.258 2.962 0.16 -0.05 0.14 -0.476
C -2.584 3.208 3.949 -0.30 -0.06 -0.22 -0.415
N -1.540 3.211 4.761 0.14 0.36 0.39 -0.649
C -0.648 2.247 4.613 0.18 -0.16 -0.01 -0.514
C -0.749 1.251 3.657 -0.18 0.05 -0.07 0.155
C 1.039 -0.453 -0.498 -0.32 0.52 -0.69 -0.039
C 1.477 -0.834 0.843 0.10 -0.23 0.14 0.051
C 2.240 0.048 1.605 -0.03 -0.14 0.01 -0.117
C 2.638 -0.283 2.887 0.05 0.05 0.06 -0.958
C 2.278 -1.506 3.430 0.00 0.03 -0.02 -0.422
C 1.523 -2.398 2.689 -0.03 -0.04 -0.02 -0.627
C 1.129 -2.063 1.404 0.12 0.18 0.05 0.809
Cl 0.156 -3.175 0.510 -0.17 -0.25 0.10 -0.203
N 1.238 -1.218 -1.554 0.43 -0.47 0.07 -1.040
C 0.287 -0.496 -4.997 0.09 -0.07 0.34 -0.356
C 0.365 -1.100 -6.238 0.11 -0.28 -0.13 -0.762
H 1.883 -3.995 -5.351 0.04 -0.10 -0.02 0.419
H 1.734 -2.897 -3.113 0.03 -0.06 0.02 0.398
H -0.306 1.273 -2.915 -0.10 0.09 -0.18 0.482
H 0.183 1.636 1.056 0.09 0.08 -0.08 0.218
H 0.255 2.792 -0.282 0.02 -0.07 0.16 0.488
H -1.922 2.319 -0.839 0.04 0.02 0.14 0.311
H -3.398 1.015 0.330 0.03 -0.08 -0.01 0.574
H -2.176 -0.058 -0.377 -0.07 0.09 0.12 0.430
H -1.061 -0.387 1.692 -0.02 -0.05 0.04 -0.460
H -2.782 -0.506 2.041 0.09 -0.07 -0.03 0.533
H -3.657 2.308 2.330 -0.11 0.05 -0.10 0.332
H -3.293 4.011 4.102 -0.11 0.03 -0.07 0.373
H 0.192 2.279 5.296 0.11 -0.07 0.03 0.380
H 0.012 0.488 3.579 0.08 -0.07 -0.02 0.300
H 2.531 0.994 1.174 0.01 0.09 -0.05 0.479
H 3.228 0.414 3.463 0.06 0.06 0.05 0.411
H 2.582 -1.767 4.432 0.03 -0.03 0.09 0.410
H 1.234 -3.352 3.102 -0.04 -0.09 0.02 0.443
H -0.159 0.483 -4.920 -0.04 0.10 0.02 0.277
H -0.013 -0.608 -7.120 -0.03 0.03 -0.09 0.420
```
Positions in Å, forces in eV/Å.

Computed properties:
Relative energy (zero: lowest compared OMol25 entry of this formula, charge and spin)   0.126 eV
Molar mass   406.892 g mol⁻¹
HOMO   -8.467 eV
E_tot   -45375.9040 eV
Maximum force   0.023 hartree/bohr
HOMO-LUMO gap   9.00 eV